This record from the Open Molecules 2025 dataset describes the molecule C3H8N2O2 at a distorted geometry. The level of theory is wB97M-V/def2-TZVPD.

Lowest unoccupied orbital energy: 0.58 eV
Gap between HOMO and LUMO: 9.73 eV
E_tot: -379.0549 hartree
SMILES: NCC(=O)NCO
Multiplicity: 1
ΔE to the lowest compared entry with this formula, charge and spin: 54.0 kcal per mole

Each atom is followed by the atoms it is bonded to, with distances in Å.
Element x y z (Å)
1 N 1.10 -0.65 -1.57  C2 1.524, H8 1.032, H9 1.119
2 C 1.24 0.55 -0.64  N1 1.524, C3 1.570, H10 1.117, H11 1.078
3 C 0.93 0.12 0.84  C2 1.570, O4 1.247, N5 1.435
4 O 1.81 -0.48 1.49  C3 1.247
5 N -0.40 0.38 1.32  C3 1.435, C6 1.478, H12 1.024
6 C -1.55 0.33 0.40  N5 1.478, O7 1.385, H13 1.134, H14 1.046
7 O -1.53 -0.94 -0.16  C6 1.385, H15 0.965
8 H 1.92 -1.24 -1.36  N1 1.032
9 H 0.32 -1.38 -1.22  N1 1.119
10 H 2.29 0.93 -0.74  C2 1.117
11 H 0.52 1.28 -0.97  C2 1.078
12 H -0.54 1.08 2.05  N5 1.024
13 H -1.35 1.03 -0.46  C6 1.134
14 H -2.49 0.47 0.83  C6 1.046
15 H -2.26 -1.49 0.16  O7 0.965